(1)
The ion C5H9O4P with charge -2. Source: the OMol25 dataset; level of theory: the ωB97M-V functional and the def2-TZVPD basis.

Calculated values
Total charge: -2
HOMO-LUMO gap (eV): 5.69
SMILES string: CC(C)=C[C@@H](O)P(=O)([O-])[O-]
LUMO level (eV): 6.056

Element x y z (Å)
C 0.19 -1.03 1.13
P -3.10 -0.45 -0.18
H 1.17 -1.67 1.31
H 2.61 0.48 -0.14
H -1.87 0.82 1.45
O -2.82 -1.64 0.71
H -3.48 1.68 -0.10
C -0.48 0.84 -0.35
C -1.90 0.97 0.27
O -2.89 -0.74 -1.63
H -0.20 1.49 -1.06
C 0.40 -0.13 0.03
H -0.68 -1.73 1.03
H 1.56 0.53 -1.61
C 1.77 -0.02 -0.73
H 2.01 -1.12 -0.74
H -0.01 -0.44 1.98
O -4.43 0.42 0.02
O -2.53 2.16 -0.17


(2)
The ion C5H9O4S2 with charge -1. Source: the OMol25 dataset; level of theory: the ωB97M-V functional and the def2-TZVPD basis.

Calculated values
Total charge: -1
HOMO-LUMO gap (spin up / spin down) (eV): 7.66 / 7.66
LUMO level (spin up / spin down) (eV): 3.168 / 3.168

Element x y z (Å)
O -0.23 1.41 2.63
H 0.79 -0.71 -2.08
S 2.08 1.17 -1.44
H 3.12 -0.30 0.16
C 0.52 0.28 -1.83
H -0.65 1.36 -0.63
H -2.46 0.44 -1.39
H 0.19 -1.91 1.56
O -0.24 -1.07 2.99
O 0.31 -1.57 0.62
S -0.65 0.12 2.17
H -1.53 -1.08 -1.79
H -2.17 -0.78 -0.15
C -1.75 -0.37 -1.02
C 2.33 0.54 0.17
H 2.69 1.27 0.94
O -2.11 0.18 1.83
H 0.04 0.91 -2.68
C -0.41 0.36 -0.69
C 0.13 -0.24 0.62


(3)
An isolated molecule of C5H9O5. Source: the OMol25 dataset; level of theory: the ωB97M-V functional and the def2-TZVPD basis.

Calculated values
Multiplicity: 2
HOMO-LUMO gap (spin up / spin down) (eV): 9.62 / 8.53
LUMO level (spin up / spin down) (eV): 0.457 / -0.621

Element x y z (Å)
O -2.14 -2.08 -0.16
O 1.26 1.70 2.25
H 0.04 -2.02 2.33
H -1.91 0.40 -0.62
H 0.98 2.86 -0.10
H -0.78 2.73 0.08
O 0.14 2.03 1.67
H 2.11 -0.10 -0.52
C -0.91 0.01 -0.45
O -0.43 -2.55 1.62
C 1.47 0.45 -1.22
O 0.18 -2.03 0.35
H -2.06 -2.28 0.79
H -0.66 -1.76 -1.53
C -0.89 -1.51 -0.47
C 0.18 0.82 -0.54
H 2.01 1.33 -1.59
C 0.16 2.18 0.20
H 1.25 -0.17 -2.09


(4)
A structure of composition C5H9O5. Source: the OMol25 dataset; level of theory: the ωB97M-V functional and the def2-TZVPD basis.

Calculated values
Multiplicity: 4
HOMO-LUMO gap (spin up / spin down) (eV): 6.61 / 6.24
LUMO level (spin up / spin down) (eV): 0.921 / -3.510

Element x y z (Å)
O 3.18 3.84 -0.15
C 0.15 0.89 -0.74
C -0.32 -1.01 2.24
O 0.98 -1.23 -0.28
H 0.80 -2.19 -0.18
O -0.09 0.39 1.91
H -1.53 -2.18 -1.14
O 1.38 1.15 -0.82
H 1.78 2.29 -0.65
C -1.20 -1.17 -1.44
H -1.99 -0.15 0.97
H 0.53 -1.68 2.14
O 2.04 3.40 -0.54
C -0.28 -0.51 -0.41
H -0.69 -1.28 -2.41
H -2.13 -0.61 -1.62
C -0.91 -0.38 0.98
H -0.69 1.61 -0.92
H -1.01 -1.18 3.07


(5)
An isolated molecule of C5H9O7. Source: the OMol25 dataset; level of theory: the ωB97M-V functional and the def2-TZVPD basis.

Calculated values
Multiplicity: 2
HOMO-LUMO gap (spin up / spin down) (eV): 9.96 / 6.93
LUMO level (spin up / spin down) (eV): 0.175 / -2.833

Element x y z (Å)
O 0.62 -0.36 -0.60
H 0.07 1.98 -0.14
H 2.09 2.86 -0.30
O -1.92 0.34 0.45
H -1.07 -0.10 2.35
C 1.43 -0.68 1.68
C 0.46 0.02 0.76
O 0.36 2.28 1.93
H -1.11 -1.43 1.09
H 1.36 -0.22 2.68
C 2.09 1.99 0.43
H -0.16 -1.89 -1.52
H 2.47 -0.64 1.33
O 3.11 1.58 0.90
H -1.58 1.96 1.75
O -2.64 1.23 1.31
O -1.02 2.59 2.29
C -0.98 -0.36 1.29
H 1.08 -1.73 1.80
O 0.26 -1.81 -0.64
C 0.63 1.58 0.72


(6)
A cluster of 2 separate species, C5H9O7 in total. Source: the OMol25 dataset; level of theory: the ωB97M-V functional and the def2-TZVPD basis.

Calculated values
Multiplicity: 4
HOMO-LUMO gap (spin up / spin down) (eV): 7.84 / 7.21
LUMO level (spin up / spin down) (eV): 0.365 / -1.972

Element x y z (Å)
O 0.01 2.11 0.99
C -0.28 -1.64 -1.38
H -0.41 -1.32 -2.41
H 0.68 -2.14 -1.28
C 0.89 0.56 -0.65
C -0.55 -0.81 1.04
C -0.33 -0.42 -0.47
O 1.65 0.43 -1.61
H -1.07 -2.32 -1.10
O -1.39 0.39 -0.92
O 2.49 0.96 1.32
H -1.55 -1.29 1.07
C 1.00 1.75 0.18
O -2.40 -0.54 -1.45
O 0.46 -1.69 1.49
H -3.18 0.05 -1.49
O 2.59 2.16 1.71
H 0.11 3.06 1.24
H -0.59 0.13 1.61
H 0.23 -1.97 2.39
H 1.63 2.52 -0.28


(7)
An isolated molecule of C5H9P. Source: the OMol25 dataset; level of theory: the ωB97M-V functional and the def2-TZVPD basis.

Calculated values
HOMO-LUMO gap (eV): 9.19
SMILES string: C=PC/C=C\C
LUMO level (eV): 0.264

Element x y z (Å)
H -2.31 0.60 0.15
P 2.98 -0.29 1.26
H -0.52 0.72 1.37
C -1.40 0.14 -0.33
C 3.06 1.28 0.87
H 0.79 -1.59 0.63
H 1.42 -0.58 -0.61
H -1.58 -1.73 -1.69
H -0.87 -0.23 -2.47
C -0.28 0.21 0.49
C -1.66 -0.60 -1.70
H 3.80 1.82 1.24
H -2.72 -0.26 -2.05
C 1.01 -0.51 0.41
H 2.38 1.81 0.18


(8)
An isolated molecule of C5H9P. Source: the OMol25 dataset; level of theory: the ωB97M-V functional and the def2-TZVPD basis.

Calculated values
HOMO-LUMO gap (eV): 9.37
SMILES string: CP[C@H]1C=C1C
LUMO level (eV): 0.936

Element x y z (Å)
H -0.37 -0.98 2.71
H -1.70 -1.82 -1.11
C -0.53 -1.06 0.68
P -0.45 1.99 -0.74
H 0.50 2.34 0.19
C -1.12 -1.15 -0.45
H 1.53 2.09 -2.21
H 1.29 -1.09 1.71
H -2.11 0.54 0.36
H 1.74 0.91 -0.99
C 0.17 -1.41 1.86
H 0.70 0.57 -2.35
H 0.37 -2.56 1.87
C 1.06 1.32 -1.61
C -1.09 0.30 0.07


Calculated E_tot, -22809.5225; -35190.6296; -15559.7062; -15558.8267; -19651.7912; -19653.0368; -14616.0290; -14615.4525 eV (same order as the records).
Calculated energy relative to the best compared isomer or geometry (same formula, charge and spin), 50.90; 41.79; 90.52; 84.65; 63.00; 23.76; 52.82; 66.12 kcal/mol (same order as the records).